Molecular formula: C12H16O12
Method: DFT, ωB97M-V/def2-TZVPD

Atoms and positions in Å:
C -2.071 -0.592 -1.711
C -2.543 0.819 -1.291
O -1.608 1.662 -1.877
C -0.586 0.988 -2.358
O 0.398 1.400 -2.886
O -0.786 -0.357 -2.134
H -2.664 -1.085 -2.481
H -2.122 -1.262 -0.853
H -2.778 0.896 -0.229
H -3.497 0.899 -1.813
C 0.801 -3.263 1.342
C 2.268 -3.507 1.490
O 2.374 -4.465 0.441
C 1.595 -4.233 -0.516
O 1.663 -4.680 -1.684
O 0.637 -3.394 -0.087
H 0.512 -2.264 1.669
H 0.194 -4.031 1.820
H 2.577 -3.896 2.460
H 2.855 -2.630 1.216
C -1.305 3.216 1.039
C -2.297 3.054 2.182
O -3.444 3.670 1.725
C -3.421 3.925 0.428
O -4.267 4.486 -0.279
O -2.151 3.703 -0.001
H -0.820 2.263 0.827
H -0.509 3.953 1.142
H -1.746 3.459 3.031
H -2.654 2.048 2.402
C 2.738 0.327 -1.164
C 1.670 -0.314 -0.438
O 2.062 -0.404 0.874
C 3.432 -0.269 0.858
O 4.140 -0.412 1.890
O 3.807 0.182 -0.271
H 2.462 1.358 -1.390
H 2.903 -0.195 -2.106
H 1.438 -1.312 -0.809
H 0.742 0.257 -0.462

As for the energy above the lowest of the compared OMol25 structures with the same formula, charge and spin: 53.4 kcal per mole. As for the net charge: 0. The highest occupied orbital energy comes out at -10.80 eV. As for the SMILES: O=C1OCCO1.O=C1OCCO1.O=C1OCCO1.O=C1OCCO1. The calculation puts the LUMO energy at -0.14 eV.